Here is a structure of composition CH3N2O2S at a distorted geometry from OMol25. Energies are from wB97M-V/def2-TZVPD.

Last column: Mulliken charge in e.
Atoms and positions in Å:
H -0.09 1.87 1.39  0.1493
N -0.57 -0.18 1.51  -0.4921
H 1.49 0.00 0.87  0.2829
C 0.45 0.05 0.49  -0.1765
O -0.79 -1.52 -2.07  -0.5656
O 1.44 -0.48 -2.44  -0.5616
N -0.51 1.13 0.85  -0.4021
S 0.10 -0.33 -1.86  0.4864
H -1.52 -0.55 1.27  0.2793

**Highest occupied orbital energy**: -2.8 eV
**Net charge**: -1
**E_LUMO**: 4.289 eV
**Kohn-Sham gap**: 7.118 eV